Entry 1:
ORCA calculation (wB97M-V/def2-TZVPD) on a single C13H24BN3O5 molecule.

```
46
Properties=species:S:1:pos:R:3
O 0.551 -1.124 3.459
O -3.452 0.205 -0.969
O -4.120 0.761 -3.783
O -3.295 1.812 -5.765
O -1.858 1.426 0.148
B -3.059 1.328 -4.490
C 1.149 -1.034 2.403
C -2.393 0.307 -0.370
N 2.672 0.874 2.557
N 0.448 -1.219 1.210
N -2.207 -2.089 -0.692
C -1.557 1.474 -3.886
C 3.589 1.234 3.654
C 2.611 -0.569 2.371
C 3.711 -0.024 4.489
C 3.421 -1.186 3.522
C -1.128 0.197 -3.218
C 1.003 -0.696 -0.043
C -0.089 0.366 -2.102
C -1.025 -1.040 1.206
C -0.131 -0.767 -1.091
C -1.483 -0.880 -0.268
H -3.994 0.516 -2.831
H -4.262 1.764 -5.902
H -2.543 2.120 0.070
H 1.747 1.174 2.855
H -2.649 -1.909 -1.586
H -2.971 -2.336 -0.057
H -0.826 1.828 -4.578
H -1.735 2.302 -3.227
H 3.164 2.088 4.230
H 4.508 1.519 3.174
H 3.075 -0.857 1.413
H 4.691 -0.107 4.937
H 2.963 -0.032 5.315
H 4.357 -1.690 3.135
H 2.867 -1.998 4.002
H -2.048 -0.244 -2.813
H -0.790 -0.537 -3.974
H 1.299 0.355 0.106
H 1.867 -1.249 -0.381
H -0.223 1.285 -1.565
H 0.952 0.426 -2.507
H -1.539 -1.883 1.654
H -1.240 -0.142 1.781
H -0.028 -1.748 -1.590
```

The value obtained for the frontier orbital gap is 9.4491 eV.

Quick look at the Mulliken charges, all values in e: -0.638 -0.728 -0.700 -0.496 -0.424 0.680 -0.079 -0.330 -0.465 0.154 -0.754 -0.976 -0.662 0.628 -0.510 -0.944 0.000 -1.297 -1.115 -1.133 -0.095 1.752 0.430 0.309 0.454 0.358 0.340 0.332 0.326 0.261 0.305 0.299 0.349 0.371 0.241 0.360 0.297 -0.210 0.319 0.438 0.402 0.378 0.653 0.268 0.382 0.471

=====

Entry 2:
ORCA calculation (wB97M-V/def2-TZVPD) on a single C13H24BNO7 molecule.

```
46
Properties=species:S:1:pos:R:3
C 3.487 -1.883 1.102
B 2.942 -0.462 0.713
O 3.551 0.688 1.134
C 1.693 -0.269 -0.255
C 2.219 0.374 -1.568
C 2.844 -0.642 -2.537
N 2.080 -0.832 -3.781
O 1.086 -1.552 -0.595
C -0.193 -1.236 -0.888
O -0.847 -1.634 -1.802
O -0.622 -0.344 0.052
C 0.495 0.467 0.415
O 0.691 0.311 1.814
C 0.311 1.950 0.075
C -0.999 2.302 -0.641
C -2.297 2.009 0.156
C -3.328 1.145 -0.592
C -3.662 -0.228 0.013
O -3.512 -0.215 1.442
C -3.092 -1.376 1.989
C -2.232 -1.190 3.204
O -3.390 -2.459 1.547
H 4.575 -1.887 1.210
H 3.228 -2.629 0.350
H 3.039 -2.183 2.054
H 4.089 0.529 1.919
H 2.959 1.128 -1.290
H 1.402 0.920 -2.053
H 2.985 -1.609 -2.057
H 3.838 -0.271 -2.805
H 1.685 -1.764 -3.800
H 1.277 -0.215 -3.802
H -0.008 0.782 2.283
H 0.404 2.545 0.984
H 1.133 2.267 -0.566
H -1.024 1.846 -1.635
H -0.957 3.381 -0.821
H -2.032 1.546 1.106
H -2.758 2.969 0.395
H -4.266 1.697 -0.689
H -2.993 0.955 -1.615
H -4.706 -0.465 -0.211
H -3.069 -1.020 -0.439
H -1.189 -1.332 2.915
H -2.333 -0.185 3.616
H -2.502 -1.928 3.957
```

The value obtained for the frontier orbital gap is 9.6156 eV.

Quick look at the Mulliken charges, all values in e: -1.027 0.797 -0.604 0.387 -1.300 -0.666 -0.706 -0.426 0.425 -0.544 0.274 0.429 -0.719 -0.962 -0.999 -0.490 -0.842 -0.565 -0.385 0.957 -0.901 -0.592 0.320 0.244 0.358 0.302 0.571 0.332 0.242 0.381 0.323 0.283 0.518 0.482 0.292 0.360 0.464 0.201 0.661 0.391 0.295 0.471 0.212 0.075 0.298 0.382

=====

Entry 3:
ORCA calculation (wB97M-V/def2-TZVPD) on a molecular structure, C13H24Br2N2NiO3Si2.

```
47
Properties=species:S:1:pos:R:3
Ni -1.570 0.048 -0.160
C -0.291 -0.226 -3.222
Si 0.945 -0.693 -1.892
C 1.160 -2.548 -1.836
C 2.596 0.082 -2.360
C 0.369 0.001 -0.237
C 0.352 1.476 -0.156
C 1.345 2.450 -0.186
C 0.968 3.773 -0.030
C -0.372 4.108 0.144
C -1.309 3.094 0.156
N -0.937 1.826 0.010
Si 1.064 -0.744 1.352
C 2.943 -0.770 1.269
C 0.580 0.367 2.793
C 0.442 -2.472 1.678
H 0.076 -0.523 -4.208
H -0.457 0.855 -3.243
H -1.250 -0.720 -3.055
H 1.477 -2.902 -2.820
H 0.223 -3.044 -1.581
H 1.924 -2.852 -1.118
H 2.959 -0.375 -3.285
H 3.357 -0.075 -1.593
H 2.508 1.156 -2.543
H 2.380 2.167 -0.318
H 1.719 4.552 -0.040
H -0.682 5.135 0.271
H -2.367 3.282 0.287
H 3.350 0.227 1.083
H 3.309 -1.434 0.484
H 3.355 -1.121 2.219
H 1.229 1.243 2.861
H 0.661 -0.181 3.734
H -0.450 0.719 2.705
H 0.607 -3.143 0.835
H -0.623 -2.470 1.912
H 0.970 -2.880 2.544
Br -4.113 0.635 -0.348
C -4.669 0.401 1.496
Br -3.555 1.348 2.730
H -4.592 -0.658 1.697
H -5.677 0.788 1.569
O -2.724 -3.638 -0.240
N -2.510 -2.505 0.120
O -2.938 -2.013 1.170
O -1.783 -1.747 -0.648
```

The value obtained for the frontier orbital gap (alpha / beta) is 8.8690 / 8.9562 eV.

Quick look at the Mulliken charges, all values in e: -0.405 -1.160 0.334 -0.992 -1.164 3.728 -2.107 -0.628 -0.630 -0.863 -0.046 0.145 0.129 -1.053 -0.961 -1.050 0.384 0.310 0.257 0.414 0.264 0.276 0.389 0.322 0.330 0.435 0.459 0.433 0.390 0.292 0.288 0.409 0.290 0.431 0.095 0.312 0.228 0.456 -0.117 -0.420 -0.089 0.274 0.387 -0.657 0.909 -0.612 -0.414

=====

Entry 4:
ORCA calculation (wB97M-V/def2-TZVPD) on a single C13H24BrO7P molecule.

```
46
Properties=species:S:1:pos:R:3
C -0.814 5.138 -0.288
C -2.113 4.488 0.517
O -1.924 3.080 0.900
C -2.084 2.164 -0.243
C -0.822 1.872 -1.249
O -3.210 2.338 -1.178
C -3.685 0.984 -1.547
O -4.576 0.755 -2.526
O -3.077 -0.013 -0.648
C -2.591 0.784 0.495
Br -4.338 1.093 1.503
C -1.655 0.079 1.645
C -1.614 -1.562 1.587
C -0.161 -2.172 2.049
P 1.087 -2.294 0.558
O 0.634 -1.180 -0.467
O 2.638 -1.840 1.206
C 3.311 -0.839 0.347
C 4.863 -0.641 0.930
O 0.974 -3.930 -0.021
C 0.971 -4.014 -1.489
C 2.507 -4.047 -2.152
H -1.048 6.293 -0.382
H -0.778 4.715 -1.403
H 0.209 4.985 0.277
H -2.200 5.110 1.531
H -3.090 4.712 -0.087
H -0.812 0.769 -1.696
H 0.213 2.138 -0.736
H -0.925 2.635 -2.158
H -2.151 0.360 2.692
H -0.552 0.506 1.703
H -1.892 -2.020 0.539
H -2.416 -2.005 2.349
H 0.279 -1.592 2.965
H -0.354 -3.294 2.404
H 2.743 0.180 0.255
H 3.439 -1.269 -0.736
H 5.508 0.065 0.217
H 4.742 -0.154 2.000
H 5.375 -1.694 1.017
H 0.287 -3.237 -2.034
H 0.518 -5.086 -1.756
H 2.420 -4.169 -3.324
H 3.170 -3.144 -1.814
H 2.997 -5.050 -1.751
```

The value obtained for the frontier orbital gap is 10.7047 eV.

Quick look at the Mulliken charges, all values in e: -0.782 -0.265 -0.263 1.038 -1.090 -0.321 0.496 -0.553 -0.306 0.052 -0.085 -0.760 -0.495 -0.806 0.676 -0.435 -0.368 0.109 -1.010 -0.355 -0.249 -0.660 0.354 0.184 0.231 0.308 0.290 0.146 0.212 0.353 0.437 0.236 0.283 0.380 0.351 0.358 0.174 0.092 0.308 0.271 0.275 0.234 0.293 0.305 0.098 0.258

=====

Entry 5:
ORCA calculation (wB97M-V/def2-TZVPD) on a single C13H24Cl2N2O2 molecule.

```
43
Properties=species:S:1:pos:R:3
O -1.422 1.280 -1.220
C -0.783 2.291 -0.844
N 0.369 2.516 -1.296
H 0.953 3.228 -1.042
C 0.887 1.807 -2.718
H 0.252 1.120 -3.108
C 2.292 0.694 -2.211
H 2.560 0.401 -2.985
C 1.430 -0.561 -1.422
C 0.988 -1.482 -2.410
H 0.251 -1.207 -2.920
H 1.698 -2.042 -2.991
C 0.215 -2.606 -1.891
C -0.964 -2.344 -0.863
C -0.867 -2.200 0.507
H -0.545 -3.268 0.951
C -1.780 -1.320 1.126
H -1.882 -0.472 0.692
H -2.902 -1.919 1.254
C -1.498 -1.254 2.772
N -0.477 -0.460 2.896
C -0.250 0.744 3.000
O -1.351 1.536 3.044
C 1.162 1.453 3.076
H 0.673 2.509 2.754
H 1.332 1.607 4.123
Cl 2.253 0.782 1.905
H 0.420 -0.960 2.993
H -1.384 -2.207 3.203
H -2.348 -0.581 3.158
H 0.129 -1.747 0.818
H -1.893 -3.040 -1.200
H -1.317 -1.344 -1.271
H 0.024 -3.388 -2.635
H 0.998 -3.230 -1.125
H 2.292 -1.044 -0.586
H 0.555 -0.149 -0.754
H 3.020 1.221 -1.341
H 1.403 2.365 -3.237
C -1.191 2.933 0.249
H -1.413 2.631 1.065
H -1.887 3.493 -0.166
Cl -0.005 4.214 0.652
```

The value obtained for the frontier orbital gap is 9.7811 eV.

Quick look at the Mulliken charges, all values in e: -0.737 0.924 -0.138 0.101 -1.475 0.560 -1.141 0.917 1.043 -1.211 0.509 0.306 -1.020 -0.108 -0.098 0.168 -0.749 0.513 0.207 -0.976 0.039 0.384 -0.813 -0.404 0.135 0.443 -0.112 0.304 0.475 0.394 0.048 0.306 0.055 0.407 0.329 0.226 -0.621 0.178 0.779 -0.886 0.590 0.444 -0.295

=====

How do the records compare in largest force on an atom? In the order shown, they have 2.06 1.55 0.14 9.78 19.50 eV Å⁻¹.
How do the records compare in calculated total energy? In the order shown, they have -29258.09792 -30371.01337 -219875.54939 -107528.18121 -45977.49103 eV.